Entry 1:
Here is a structure of composition C35H24IrN5S5 from the OMol25 dataset. Energies are from ωB97M-V/def2-TZVPD.

XYZ file:
```
70
Properties=species:S:1:pos:R:3:lowdin_charge:R:1
Ir 0.563 1.697 -0.546 0.66
S -0.316 3.682 -1.406 0.59
C -1.178 3.086 -2.803 -0.66
C -2.313 3.746 -3.252 -0.06
C -3.043 3.266 -4.334 -0.21
C -4.190 3.980 -4.778 -0.20
N -5.103 4.584 -5.136 0.13
C -2.621 2.086 -4.979 -0.21
C -1.481 1.430 -4.537 -0.07
C -0.736 1.908 -3.462 -0.69
S 0.691 1.069 -2.920 0.53
C -3.358 1.544 -6.071 -0.20
N -3.946 1.092 -6.952 0.13
H -2.651 4.633 -2.732 0.11
H -1.171 0.514 -5.023 0.11
C -1.143 -3.443 0.467 -0.15
C -1.979 -2.594 1.182 -0.14
C -1.997 -1.243 0.911 -0.09
C -1.190 -0.684 -0.096 -0.36
C -0.377 -1.553 -0.829 -0.11
C -0.351 -2.907 -0.537 -0.11
N -1.196 0.709 -0.271 -0.12
C -2.449 1.309 -0.266 -0.31
C -2.708 2.552 0.332 -0.08
C -3.961 3.133 0.265 -0.11
C -5.016 2.504 -0.384 -0.13
C -4.782 1.265 -0.965 -0.11
C -3.533 0.678 -0.909 -0.04
H -1.101 -4.499 0.702 0.09
H -2.585 -2.984 1.989 0.10
H -2.621 -0.583 1.498 0.12
H 0.254 -1.151 -1.605 0.03
H 0.309 -3.551 -1.108 0.10
H -1.907 3.061 0.846 0.05
H -4.113 4.100 0.731 0.09
H -5.992 2.969 -0.442 0.08
H -5.579 0.754 -1.493 0.09
H -3.367 -0.271 -1.400 0.12
S 0.417 -3.865 3.624 0.52
C 1.230 -2.959 2.477 -1.07
S 0.802 -1.334 2.073 1.04
C 2.059 -1.280 0.857 -1.04
N 2.716 -2.394 0.765 0.01
N 2.261 -3.315 1.682 -0.15
C 2.881 -4.584 1.611 -0.21
C 3.253 -5.062 0.359 -0.02
C 3.878 -6.291 0.254 -0.10
C 4.138 -7.046 1.389 -0.12
C 3.775 -6.555 2.634 -0.10
C 3.150 -5.325 2.755 -0.05
S 2.369 0.084 -0.138 0.52
H 3.055 -4.455 -0.511 0.11
H 4.160 -6.660 -0.722 0.10
H 4.625 -8.010 1.303 0.09
H 3.982 -7.132 3.527 0.10
H 2.864 -4.941 3.720 0.07
C 0.496 2.574 1.405 -0.34
C 1.822 2.933 1.958 -0.33
C 2.414 4.147 1.588 -0.07
C 3.656 4.527 2.065 -0.12
C 4.349 3.705 2.945 -0.13
C 3.775 2.500 3.332 -0.11
C 2.537 2.123 2.846 -0.08
H -0.060 3.510 1.290 0.00
H -0.070 1.921 2.080 0.05
H 1.884 4.792 0.896 0.10
H 4.087 5.472 1.750 0.09
H 5.323 3.997 3.321 0.08
H 4.300 1.845 4.018 0.09
H 2.109 1.185 3.162 0.08
```

- Frontier orbital gap (alpha / beta): 5.7517 / 5.7509 eV
- LUMO energy (alpha / beta): 4.0 / 4.0 eV
- Total charge: -2


Entry 2:
Here is a structure of composition C35H25EuN8O3S2 at a distorted geometry from the OMol25 dataset. Energies are from ωB97M-V/def2-TZVPD.

XYZ file:
```
74
Properties=species:S:1:pos:R:3:mulliken_spin:R:1
Eu 0.589 -0.343 -1.069 6.07
S -1.766 -4.403 0.896 0.08
C -1.234 -3.494 2.298 0.03
C -1.444 -3.778 3.633 -0.02
C -0.915 -2.927 4.610 0.06
C -0.179 -1.813 4.226 -0.05
C 0.039 -1.520 2.884 0.07
C -0.493 -2.358 1.887 -0.06
N -0.358 -2.201 0.541 0.08
C -0.955 -3.232 -0.163 0.40
C -0.890 -3.347 -1.568 -0.14
C -1.557 -4.394 -2.257 0.20
C -1.448 -4.490 -3.631 -0.11
C -0.684 -3.561 -4.341 0.20
C -0.048 -2.527 -3.650 -0.14
C -0.120 -2.364 -2.267 0.25
H -2.012 -4.658 3.919 0.00
H -1.072 -3.140 5.662 0.01
H 0.238 -1.162 4.989 0.00
H 0.643 -0.669 2.597 0.03
H -2.151 -5.120 -1.709 0.04
H -1.957 -5.291 -4.159 -0.01
H -0.594 -3.637 -5.420 0.02
H 0.533 -1.817 -4.239 -0.01
N -0.462 1.208 0.818 -0.02
C -0.079 2.535 0.362 0.00
C 1.094 2.678 -0.377 0.01
C 1.477 3.922 -0.849 0.00
C 0.694 5.038 -0.584 0.00
C -0.471 4.899 0.152 0.00
C -0.852 3.652 0.627 0.00
H -1.475 1.156 0.870 0.00
H -0.122 1.061 1.761 0.00
H 1.720 1.826 -0.608 -0.01
H 2.383 4.010 -1.435 0.00
H 0.981 6.006 -0.975 0.00
H -1.109 5.752 0.342 0.00
H -1.785 3.547 1.170 0.00
N 2.627 -0.213 -2.146 0.00
C 3.289 -0.384 -3.106 0.00
N 4.169 -0.524 -3.991 0.00
C 4.171 -0.923 -5.243 0.00
N 4.279 -1.274 -6.344 0.00
N 4.358 -1.265 1.432 0.00
C 3.244 -1.301 0.663 0.01
N 2.430 -0.309 0.889 0.00
C 3.047 0.450 1.884 0.00
C 2.637 1.620 2.524 0.00
C 3.447 2.131 3.520 0.00
C 4.657 1.513 3.873 0.00
C 5.091 0.369 3.230 0.00
C 4.261 -0.144 2.241 0.00
H 5.109 -1.929 1.404 0.00
H 3.066 -2.088 -0.057 0.00
H 1.729 2.134 2.238 0.00
H 3.144 3.033 4.037 0.00
H 5.263 1.945 4.660 0.00
H 6.036 -0.099 3.483 0.00
O -4.064 3.824 -3.378 0.00
S -3.394 3.488 -2.154 0.00
O -3.341 4.494 -1.124 0.00
N -1.898 2.901 -2.457 0.00
C -1.794 1.664 -2.057 0.02
O -0.751 0.934 -2.144 -0.01
C -3.026 1.082 -1.428 0.00
C -3.194 -0.172 -0.863 0.03
C -4.429 -0.468 -0.297 0.00
C -5.467 0.461 -0.329 0.00
C -5.295 1.714 -0.913 0.00
C -4.055 1.998 -1.446 0.00
H -2.399 -0.911 -0.868 -0.04
H -4.582 -1.433 0.171 0.01
H -6.425 0.205 0.108 0.00
H -6.103 2.434 -0.954 0.00
```

- Frontier orbital gap (alpha / beta): 4.1706 / 6.8979 eV
- Multiplicity: 8
- LUMO energy (alpha / beta): 2.0 / 2.0 eV
- Total charge: -1


Entry 3:
Here is a structure of composition C35H26BiN10O7S from the OMol25 dataset. Energies are from ωB97M-V/def2-TZVPD.

XYZ file:
```
80
Properties=species:S:1:pos:R:3:lowdin_charge:R:1
Bi -0.312 -0.877 0.701 2.00
O -1.850 -1.356 4.767 0.11
C -1.694 -1.528 3.581 -0.46
N -0.517 -1.768 2.904 -0.03
C 0.559 -2.266 3.580 -0.45
O 0.595 -2.717 4.708 0.08
C 1.824 -2.357 2.743 -0.18
C 2.975 -2.902 3.297 0.01
C 4.085 -3.065 2.490 -0.05
C 4.020 -2.697 1.151 -0.04
C 2.842 -2.156 0.679 -0.13
N 1.780 -1.981 1.470 -0.02
C -2.920 -1.532 2.682 -0.19
C -4.184 -1.454 3.251 0.01
C -5.286 -1.552 2.423 -0.05
C -5.099 -1.714 1.054 -0.06
C -3.806 -1.754 0.569 -0.14
N -2.745 -1.672 1.372 0.01
H 2.959 -3.182 4.340 0.12
H 4.999 -3.482 2.897 0.11
H 4.871 -2.803 0.491 0.10
H 2.732 -1.831 -0.351 0.11
H -4.264 -1.327 4.321 0.12
H -6.287 -1.507 2.834 0.11
H -5.939 -1.800 0.378 0.10
H -3.595 -1.848 -0.492 0.11
N 3.622 6.042 1.333 0.09
C 2.665 5.102 1.712 -0.32
C 3.052 3.886 2.278 -0.03
C 2.104 2.951 2.646 -0.07
C 0.753 3.223 2.466 -0.29
C 0.351 4.451 1.956 -0.06
C 1.303 5.380 1.579 -0.03
S -0.406 1.983 2.976 0.59
O -1.454 2.650 3.697 -0.30
O 0.381 0.972 3.632 -0.32
N -1.066 1.186 1.693 -0.23
C -1.843 1.792 0.753 -0.48
N -2.114 3.109 0.757 0.13
C -2.809 3.580 -0.268 -0.13
C -3.260 2.793 -1.317 -0.07
C -2.950 1.448 -1.224 -0.14
N -2.270 0.943 -0.208 0.05
H 4.520 5.647 1.109 0.08
H 3.311 6.678 0.617 0.08
H 4.107 3.670 2.406 0.11
H 2.394 1.998 3.067 0.11
H -0.703 4.660 1.857 0.09
H 0.995 6.337 1.171 0.11
H -3.006 4.649 -0.246 0.11
H -3.809 3.202 -2.153 0.09
H -3.258 0.739 -1.988 0.11
C -1.731 0.620 -6.197 -0.09
O -1.500 -0.775 -6.251 -0.08
C -1.050 -1.360 -5.113 -0.30
C -0.831 -2.754 -5.199 -0.03
C -0.401 -3.416 -4.087 -0.05
C -0.171 -2.775 -2.847 -0.11
C 0.174 -3.572 -1.691 -0.40
C 0.739 -4.969 -1.895 -0.02
O 0.013 -3.222 -0.516 -0.10
C -0.307 -1.343 -2.778 -0.37
O 0.022 -0.628 -1.777 -0.23
C -0.801 -0.681 -3.951 0.04
H -2.097 0.906 -7.179 0.09
H -0.812 1.169 -5.977 0.10
H -2.481 0.870 -5.443 0.09
H -1.011 -3.259 -6.140 0.11
H -0.269 -4.489 -4.155 0.10
H -0.077 -5.686 -2.021 0.09
H 1.283 -5.239 -0.992 0.08
H 1.397 -5.031 -2.760 0.08
H -0.928 0.391 -3.862 0.10
N 1.551 0.581 0.428 0.06
C 2.420 0.924 -0.258 -0.18
C 3.479 1.336 -1.053 -0.27
C 4.675 0.572 -1.037 -0.26
N 5.645 -0.057 -1.004 0.11
C 3.384 2.498 -1.864 -0.25
N 3.330 3.444 -2.524 0.11
```

- Frontier orbital gap: 7.6380 eV
- LUMO energy: 2.2 eV
- Total charge: -1


no.,E (eV)
1,-101153.685
2,-95767.015
3,-82628.600